Computed, not measured: a gas-phase ion, C11H17NO2P (charge -1) in a non-equilibrium geometry, with wB97M-V/def2-TZVPD.

SMILES string: CCC1=P(C)=CC(=O)N(CC)C([O-])=C1C
E_tot: -975.879399 a.u.
Energy above the lowest of the compared OMol25 structures with the same formula, charge and spin: 13.8 kcal/mol

```
! wB97M-V def2-TZVPD RIJCOSX def2/J DEFGRID3
* xyz -1 1
C 4.0189 0.4630 -0.0240
C 2.8361 0.4858 1.0447
C 1.4826 0.2585 0.3644
P 0.8413 1.9422 -0.2580
C 0.4896 1.5184 -1.9916
C -0.8899 2.4216 0.3587
C -1.7120 1.3439 0.6386
O -2.6605 1.4176 1.4621
N -1.6003 0.1400 -0.1045
C -2.8744 -0.3094 -0.7893
C -3.6155 -1.3797 -0.1003
C -0.6446 -0.8223 -0.1669
O -0.9015 -1.8674 -0.7843
C 0.6620 -0.7678 0.5521
C 0.7820 -2.0860 1.2932
H 5.0223 0.4997 0.6337
H 3.8099 1.4021 -0.6776
H 4.2163 -0.3795 -0.7953
H 2.8548 1.4865 1.4210
H 2.9691 -0.2327 1.8247
H -0.6128 1.1135 -1.8294
H 1.0119 0.5299 -2.2531
H 0.5403 2.2062 -2.8586
H -0.9464 3.2658 1.0238
H -2.7174 -0.8143 -1.8047
H -3.3658 0.6065 -0.8384
H -4.1345 -1.0423 0.8119
H -4.3151 -2.0570 -0.6615
H -2.8964 -2.1718 0.2150
H 0.5188 -2.7789 0.5167
H 0.0362 -2.1507 1.9475
H 1.7947 -2.2415 1.8294
*
```

Population analysis type Mulliken, resulting atomic charges in e:
1. C -0.91
2. C -1.02
3. C 0.27
4. P -0.03
5. C -0.73
6. C -1.06
7. C 0.42
8. O -0.75
9. N 0.60
10. C -0.58
11. C -1.14
12. C 0.76
13. O -0.68
14. C 0.17
15. C -1.79
16. H 0.28
17. H 0.24
18. H 0.26
19. H 0.36
20. H 0.46
21. H 0.06
22. H 0.22
23. H 0.40
24. H 0.36
25. H 0.27
26. H 0.58
27. H 0.25
28. H 0.34
29. H 0.22
30. H 0.40
31. H 0.44
32. H 0.30



Computed, not measured: a molecular structure, C22H31CuN5O6S2Si2, with wB97M-V/def2-TZVPD.

<S²>: 0.75
E_tot: -4598.162836 a.u.
Energy above the lowest of the compared OMol25 structures with the same formula, charge and spin: 0.0 kcal/mol

```
! wB97M-V def2-TZVPD RIJCOSX def2/J DEFGRID3
* xyz -2 2
Cu 0.6486 0.6936 -0.0172
O -2.7293 0.9381 1.5265
S -1.6484 1.5692 0.8021
O -1.8706 2.9416 0.4107
O -1.2595 0.7303 -0.4255
O -0.3135 1.4467 1.5713
C -2.1200 -2.2539 3.0724
Si -0.3986 -2.6638 2.4455
C 0.1884 -4.1377 3.4886
C -0.6407 -3.2892 0.6848
C 0.7165 -1.2094 2.4599
C 1.7893 -1.1899 1.5922
C 2.5563 -2.3772 1.2264
C 3.7717 -2.2790 0.6410
C 4.2910 -1.0043 0.2681
C 3.4574 0.0632 0.4353
N 2.2410 0.0112 1.0202
Si 0.4628 0.2453 3.6142
C 1.7774 1.5868 3.5950
C 1.0264 -0.6811 5.2323
C -1.1707 0.9183 4.2725
H -2.8141 -3.0165 2.7044
H -2.4640 -1.2892 2.6939
H -2.1652 -2.2452 4.1648
H -0.5730 -4.9254 3.5200
H 0.3693 -3.7991 4.5128
H 1.1159 -4.5810 3.1186
H -1.3944 -4.0812 0.6411
H 0.2840 -3.6713 0.2461
H -0.9892 -2.4585 0.0618
H 2.1759 -3.3417 1.5375
H 4.3525 -3.1776 0.4569
H 5.2598 -0.8877 -0.1957
H 3.7365 1.0423 0.0561
H 2.7676 1.1255 3.6336
H 1.6414 2.1875 4.5011
H 1.7326 2.2410 2.7272
H 1.9873 -1.1836 5.0836
H 0.2961 -1.4480 5.5216
H 1.1250 0.0106 6.0794
H -1.4279 1.8813 3.8325
H -1.0576 1.0251 5.3550
H -2.0143 0.2624 4.0745
N -4.9885 2.1639 -4.9469
C -3.6316 2.4506 -4.6818
C -3.1744 2.5191 -3.3681
C -1.8529 2.8287 -3.1022
C -0.9766 3.0683 -4.1539
C -1.4191 3.0042 -5.4637
C -2.7475 2.7019 -5.7277
S 0.7108 3.4573 -3.7815
O 0.7071 4.7536 -3.1503
O 1.4684 3.3330 -5.0084
N 1.1123 2.3908 -2.6586
C 1.1073 1.0944 -2.9224
N 1.3418 0.2815 -1.8399
C 1.5565 -1.0165 -2.0457
C 1.4790 -1.5841 -3.2993
C 1.0841 -0.7182 -4.3173
N 0.9011 0.5720 -4.1622
H -5.4250 1.6423 -4.2015
H -5.1269 1.6951 -5.8291
H -3.8488 2.3160 -2.5434
H -1.5013 2.8641 -2.0779
H -0.7109 3.1648 -6.2661
H -3.1001 2.6441 -6.7530
H 1.7674 -1.6135 -1.1652
H 1.6416 -2.6397 -3.4567
H 0.9064 -1.1021 -5.3208
*
```

Population analysis type Mulliken, resulting atomic charges in e:
1. Cu -0.49
2. O -0.73
3. S 1.24
4. O -0.69
5. O -0.56
6. O -0.80
7. C -0.98
8. Si -0.03
9. C -1.23
10. C -1.10
11. C 0.93
12. C 0.97
13. C -0.71
14. C -0.45
15. C -0.63
16. C -0.73
17. N 0.27
18. Si 1.06
19. C -1.20
20. C -1.58
21. C -1.26
22. H 0.38
23. H 0.16
24. H 0.27
25. H 0.33
26. H 0.32
27. H 0.34
28. H 0.45
29. H 0.32
30. H 0.18
31. H 0.02
32. H 0.39
33. H 0.35
34. H 0.41
35. H 0.31
36. H 0.33
37. H 0.18
38. H 0.35
39. H 0.26
40. H 0.40
41. H 0.30
42. H 0.41
43. H 0.30
44. N -0.65
45. C 1.14
46. C -0.67
47. C -0.48
48. C -0.39
49. C -0.34
50. C -0.65
51. S 1.37
52. O -0.80
53. O -0.74
54. N -0.64
55. C 0.55
56. N 0.60
57. C 0.68
58. C -1.15
59. C -0.22
60. N -0.46
61. H 0.24
62. H 0.22
63. H 0.33
64. H 0.46
65. H 0.45
66. H 0.25
67. H 0.09
68. H 0.41
69. H 0.35



- energy above the lowest of the compared OMol25 structures with the same formula, charge and spin of number 2 (C22H31CuN5O6S2Si2)?
  0.0 kcal/mol



- Among the records above, which one has the highest E_tot?
  C11H17NO2P



- What is the E_tot in the first record?
  -975.879399 a.u.



- Which formula does entry 2 have?
  C22H31CuN5O6S2Si2